# 1
{
  "formula": "C27H40NOPt",
  "method": "the ωB97M-V functional and the def2-TZVPD basis",
  "elements": ["C", "C", "C", "C", "C", "Pt", "C", "C", "H", "C", "H", "H", "C", "H", "H", "H", "C", "H", "H", "H", "C", "H", "H", "H", "C", "H", "H", "H", "C", "H", "H", "H", "C", "H", "H", "H", "C", "H", "H", "H", "C", "C", "C", "C", "H", "C", "H", "C", "H", "H", "H", "O", "C", "C", "C", "C", "C", "C", "N", "H", "H", "H", "H", "H", "H", "H", "H", "H", "H", "H"],
  "coordinates": [[0.980513, -2.723634, -0.194005], [1.926699, -2.007857, -0.955176], [1.486537, -1.872198, -2.284954], [0.177160, -2.514719, -2.413108], [-0.155160, -3.058347, -1.049997], [-1.014251, -1.155859, -1.341172], [-2.597121, 1.637705, -0.826629], [-2.066325, 0.703499, 0.156753], [-1.199254, 1.057083, 0.806397], [-2.260875, -0.742192, 0.262195], [-3.293755, -1.119439, 0.182127], [-1.747703, -1.195206, 1.124821], [-2.896415, 3.152533, -0.631946], [-2.308136, 3.621413, 0.201592], [-2.626754, 3.603679, -1.616296], [-3.950336, 3.469638, -0.546520], [-3.580936, 0.924089, -1.732836], [-3.159654, -0.103768, -1.873477], [-4.622192, 0.689013, -1.296377], [-3.717288, 1.526257, -2.670286], [3.224535, -1.496454, -0.438733], [3.070396, -0.878406, 0.473346], [3.903578, -2.338030, -0.174117], [3.727134, -0.876399, -1.204702], [2.213653, -1.168124, -3.366687], [2.314615, -0.073332, -3.193705], [3.240884, -1.573052, -3.453407], [1.710329, -1.302593, -4.337859], [-0.489629, -2.960894, -3.662335], [-0.293750, -2.274090, -4.496534], [-0.118571, -3.959441, -3.928023], [-1.575928, -3.000903, -3.507146], [-1.241200, -4.022138, -0.754678], [-2.087649, -3.824488, -1.422184], [-0.875358, -5.044419, -0.907449], [-1.594127, -3.906902, 0.282193], [1.114016, -3.104263, 1.225876], [0.144275, -3.410504, 1.633918], [1.813340, -3.948746, 1.349159], [1.491073, -2.268475, 1.838738], [-0.698912, 0.591790, -2.307399], [-0.884145, 1.830180, -1.636497], [-0.395876, 0.623059, -3.670273], [-0.466998, 3.070197, -2.264900], [-0.390904, 1.493609, -0.616646], [0.107642, 1.810251, -4.259602], [-0.480231, -0.246970, -4.326089], [0.131287, 3.058145, -3.548709], [-0.674205, 4.063406, -1.716840], [0.441048, 1.833565, -5.298090], [0.536526, 4.004406, -3.959864], [0.806353, 0.512156, 1.247214], [0.884359, 0.597625, 2.465583], [2.198768, 0.742419, 3.212766], [2.367584, 2.107110, 3.904468], [1.697784, 2.185507, 5.265274], [0.175934, 2.048947, 5.213863], [-0.307569, 0.687945, 4.702478], [-0.235443, 0.563809, 3.247249], [2.279152, -0.074797, 3.948390], [2.997347, 0.612493, 2.467581], [3.442190, 2.289926, 4.024036], [1.982634, 2.900101, 3.247434], [2.103958, 1.406825, 5.922413], [1.941200, 3.151405, 5.718899], [-0.225754, 2.168271, 6.229628], [-0.256234, 2.850207, 4.598136], [0.276885, -0.114628, 5.178613], [-1.358367, 0.555880, 4.984750], [-1.062381, 0.217144, 2.769343]],
  "forces_ev_per_angstrom": [[-0.7, -0.2, -0.1], [0.3, 0.3, 0.1], [-1.0, -0.5, -0.6], [1.1, -0.7, 0.9], [1.4, 0.4, -1.0], [0.0, 0.8, 0.1], [-0.3, 0.3, -0.3], [0.7, -1.2, 1.9], [-1.4, -0.3, -0.8], [-1.5, 2.2, 1.8], [0.5, 0.1, -0.5], [-0.2, 0.3, -0.2], [0.4, 0.2, -0.1], [-0.4, -0.4, -0.9], [-0.1, -0.1, 0.9], [0.2, -0.8, 0.5], [-1.0, -0.2, -0.3], [-0.5, 0.8, -0.8], [1.5, 0.9, -0.3], [0.1, -1.0, 0.6], [0.4, 0.2, 0.1], [0.0, -0.4, -0.5], [-0.4, 0.5, -0.1], [-0.2, -0.3, 0.5], [0.5, 0.2, -0.5], [-0.2, -0.6, 0.0], [-0.4, 0.2, 0.0], [0.3, 0.1, 0.4], [0.0, 0.0, -0.3], [0.0, -0.3, 0.2], [-0.2, 0.1, -0.1], [0.2, -0.2, -0.2], [-0.3, 0.0, 0.2], [0.1, -0.3, 0.1], [-0.2, 0.0, 0.1], [0.1, -0.2, -0.3], [0.0, 0.0, 0.5], [0.2, 0.0, 0.0], [-0.2, 0.2, 0.0], [-0.1, -0.3, -0.2], [0.4, 0.2, -3.3], [1.0, -1.9, 3.3], [0.3, 0.6, -0.1], [0.4, 1.9, -0.9], [-0.2, 2.2, -1.7], [-0.2, 0.8, 0.1], [0.2, 0.2, 0.4], [-1.2, -0.6, 1.8], [0.8, -1.8, -0.9], [-0.1, -0.3, 0.3], [-0.4, -0.9, 0.1], [0.2, -0.2, -0.2], [-0.2, 0.1, 1.0], [0.2, 0.0, -0.5], [0.2, -0.1, -0.1], [-0.2, 0.2, 0.1], [-0.1, -0.1, 0.3], [0.2, 0.2, 0.0], [-0.2, -0.4, -0.5], [0.0, 0.2, -0.1], [-0.3, 0.0, 0.2], [-0.2, 0.0, 0.0], [0.1, -0.1, 0.1], [0.0, 0.1, 0.0], [0.0, -0.1, 0.0], [0.1, 0.0, -0.2], [0.0, -0.2, 0.1], [-0.2, 0.1, 0.0], [0.3, -0.1, -0.2], [0.2, 0.3, 0.2]],
  "s_squared": 6.070,
  "spin_multiplicity": 5,
  "homo_lumo_gap_ev": [6.4, 6.0],
  "total_charge": 1
}

# 2
{
  "formula": "C27H41N4O12PS",
  "method": "the ωB97M-V functional and the def2-TZVPD basis",
  "elements": ["C", "C", "C", "C", "C", "C", "C", "O", "N", "O", "O", "S", "O", "O", "O", "C", "O", "C", "C", "N", "C", "C", "C", "O", "P", "C", "C", "H", "H", "H", "H", "H", "H", "H", "H", "H", "H", "H", "H", "H", "H", "H", "H", "H", "H", "H", "H", "H", "H", "H", "H", "H", "H", "H", "H", "H", "H", "H", "C", "C", "C", "C", "C", "C", "N", "O", "O", "H", "H", "H", "H", "H", "C", "C", "C", "C", "C", "C", "N", "O", "O", "H", "H", "H", "H", "H"],
  "coordinates": [[5.446896, 2.600547, -1.951410], [5.444069, 1.764030, -3.244226], [6.370010, 0.526402, -3.250788], [5.701279, -0.834769, -3.525104], [5.450458, -1.761109, -2.312308], [4.007749, -2.116926, -1.898094], [2.889092, -1.757304, -2.852118], [2.795406, -0.327059, -2.864595], [1.942118, 0.082630, -3.887832], [1.805542, 1.243355, -3.871728], [3.901101, -3.593080, -1.824808], [4.489859, -4.113925, -0.457126], [3.545352, -4.982102, 0.132831], [5.839212, -4.512880, -0.594761], [4.499652, -2.695722, 0.297346], [3.659650, -1.759543, -0.418171], [2.330459, -2.077598, -0.270458], [1.804302, -2.138071, 1.052302], [0.301932, -2.145084, 0.942884], [-0.197050, -0.914150, 0.357769], [-1.538396, -0.976630, -0.207816], [-1.621801, -0.216170, -1.517735], [-3.054454, -0.026210, -1.989898], [-0.878003, -0.960616, -2.486681], [4.197693, -0.010147, 0.047296], [4.573412, -0.240619, 1.844256], [2.573350, 0.840527, 0.060379], [5.971565, 2.083226, -1.149238], [4.438276, 2.799087, -1.590211], [5.934541, 3.563480, -2.100955], [4.426697, 1.450051, -3.476573], [5.767153, 2.417911, -4.054566], [6.940877, 0.479825, -2.320056], [7.109449, 0.664097, -4.041140], [6.366500, -1.389591, -4.187074], [4.793071, -0.673786, -4.106493], [5.928532, -2.715562, -2.513544], [5.959853, -1.347412, -1.443434], [1.960706, -2.169981, -2.466192], [3.085622, -2.159864, -3.845777], [2.138342, -3.056263, 1.540461], [2.155752, -1.288548, 1.649406], [0.002417, -2.984151, 0.313311], [-0.089225, -2.330611, 1.955363], [-0.185741, -0.203408, 1.081013], [-1.804032, -2.018093, -0.408644], [-2.292982, -0.578512, 0.477011], [-1.140159, 0.758845, -1.374976], [-3.508437, -0.997661, -2.188587], [-3.068527, 0.545857, -2.918060], [-3.646983, 0.501592, -1.241408], [-0.587433, -0.363981, -3.187245], [5.573363, 0.137427, 2.042410], [4.526570, -1.283671, 2.147040], [3.860699, 0.314694, 2.454387], [2.390683, 1.273737, 1.044137], [2.612718, 1.640753, -0.675343], [1.743633, 0.170277, -0.173182], [-9.074794, 1.873362, -0.059456], [-9.308330, 0.504840, -0.090260], [-8.274315, -0.384031, 0.157121], [-7.021019, 0.130798, 0.432616], [-6.760466, 1.488845, 0.467913], [-7.805456, 2.363958, 0.217304], [-5.915476, -0.808338, 0.706438], [-6.153077, -1.996517, 0.659200], [-4.825618, -0.328224, 0.967667], [-9.886813, 2.561723, -0.253101], [-10.297631, 0.126137, -0.307995], [-8.425668, -1.452836, 0.137764], [-5.763453, 1.842194, 0.685477], [-7.625873, 3.430292, 0.237238], [-4.885493, 2.701963, 5.515710], [-3.647416, 3.240680, 5.841479], [-2.497777, 2.759068, 5.235869], [-2.625516, 1.739003, 4.311073], [-3.843844, 1.181126, 3.969773], [-4.983301, 1.676162, 4.584715], [-1.410364, 1.227444, 3.649042], [-0.342086, 1.716048, 3.957737], [-1.551962, 0.342888, 2.823108], [-5.779249, 3.083908, 5.991515], [-3.574771, 4.038376, 6.568131], [-1.522096, 3.158422, 5.468715], [-3.891233, 0.387955, 3.239170], [-5.949288, 1.257216, 4.334791]],
  "forces_ev_per_angstrom": [[0.1, -0.1, 0.0], [0.1, 0.0, 0.1], [0.0, 0.0, -0.1], [0.1, -0.1, -0.1], [-0.1, 0.2, 0.0], [0.0, -0.4, 0.1], [-0.2, -0.2, 0.1], [-0.1, 0.0, -0.1], [0.1, 0.0, 0.2], [0.0, 0.0, 0.0], [0.1, 0.3, -0.2], [0.0, 0.4, 0.1], [-0.3, -0.4, 0.2], [0.4, -0.2, -0.1], [-0.1, -0.1, -0.1], [-0.1, 0.1, -0.4], [0.0, -0.1, 0.1], [0.1, 0.0, 0.1], [-0.1, 0.0, 0.1], [0.0, 0.0, 0.2], [0.0, 0.0, 0.0], [0.1, 0.0, -0.1], [0.1, 0.0, 0.0], [0.2, 0.1, -0.1], [0.2, 0.0, 0.2], [-0.1, 0.0, 0.1], [0.0, 0.0, 0.0], [0.0, 0.0, 0.0], [0.0, 0.0, 0.0], [0.0, 0.0, 0.0], [0.0, 0.0, 0.0], [-0.2, 0.0, -0.1], [0.0, 0.0, 0.0], [0.1, 0.1, 0.0], [0.0, 0.0, 0.0], [0.0, 0.0, 0.0], [0.0, -0.1, 0.0], [0.1, 0.0, 0.0], [0.0, 0.0, -0.1], [0.1, 0.1, -0.1], [0.1, 0.0, 0.0], [-0.1, 0.0, -0.1], [0.0, 0.0, 0.0], [-0.1, -0.1, 0.0], [0.0, 0.0, -0.1], [0.0, 0.0, 0.0], [0.0, 0.0, 0.0], [0.0, 0.0, 0.0], [0.0, 0.0, 0.1], [0.0, 0.0, 0.0], [0.0, 0.0, 0.0], [-0.1, -0.1, 0.1], [0.0, 0.0, 0.1], [0.1, 0.0, 0.0], [0.0, 0.1, 0.0], [0.0, 0.1, 0.0], [-0.1, 0.0, 0.0], [0.1, 0.1, -0.1], [0.0, 0.0, 0.0], [0.0, 0.0, 0.0], [0.0, 0.0, 0.0], [0.0, 0.0, 0.0], [0.0, 0.0, 0.0], [0.0, 0.0, 0.0], [0.1, 0.0, 0.0], [0.0, 0.1, 0.0], [-0.1, -0.1, 0.1], [0.0, 0.0, 0.0], [0.0, 0.0, 0.0], [0.0, 0.0, 0.0], [0.0, 0.0, 0.0], [0.0, 0.0, 0.0], [0.0, 0.0, 0.0], [0.0, 0.0, 0.0], [0.0, 0.0, 0.0], [0.1, 0.0, 0.0], [0.0, 0.0, 0.0], [0.0, 0.0, 0.0], [0.0, 0.0, 0.0], [-0.1, -0.1, 0.0], [0.1, 0.1, 0.1], [0.0, 0.0, 0.0], [0.0, 0.0, 0.0], [0.0, 0.0, 0.0], [0.0, 0.0, 0.0], [0.0, 0.0, 0.0]],
  "spin_multiplicity": 1,
  "homo_lumo_gap_ev": 7.5
}

| no. | total energy (hartree) |
| --- | --- |
| 1 | -1301.636863 |
| 2 | -2914.557636 |